a) {"formula": "CH4N2O", "method": "ωB97M-V/def2-TZVPD", "symbols": ["C", "N", "N", "O", "H", "H", "H", "H"], "coordinates": [[0.186, 0.321, -0.291], [-0.528, 0.448, 0.927], [-0.786, -0.656, -0.004], [1.493, -0.016, -0.385], [-0.060, 1.322, -1.105], [-0.034, 0.106, 1.751], [-1.693, -0.534, -0.440], [1.635, -0.864, 0.066]], "mulliken_charge": [0.377, -0.434, -0.480, -0.493, 0.226, 0.223, 0.245, 0.336], "homo_energy_ha": -0.35939, "homo_lumo_gap_ev": 10.86, "smiles": "OC1NN1"}

---

b) {"formula": "CH4N2O", "method": "ωB97M-V/def2-TZVPD", "symbols": ["C", "N", "N", "O", "H", "H", "H", "H"], "coordinates": [[1.934, -0.139, -0.065], [1.262, -1.113, 0.091], [-1.823, 0.561, -0.105], [2.571, 0.817, 0.012], [-1.240, -0.268, -0.070], [0.892, -1.803, -0.521], [-2.390, 0.578, 0.732], [-1.207, 1.366, -0.073]], "mulliken_charge": [0.513, -0.423, -0.688, -0.389, 0.252, 0.285, 0.216, 0.234], "homo_energy_ha": -0.37150, "homo_lumo_gap_ev": 10.71, "smiles": "N=C=O.N"}

---

c) {"formula": "CH4N2O", "method": "ωB97M-V/def2-TZVPD", "symbols": ["C", "N", "N", "O", "H", "H", "H", "H"], "coordinates": [[0.786, -0.146, 0.044], [1.960, 0.087, -0.362], [-1.475, 0.083, 0.008], [-0.272, 0.405, -0.588], [0.326, -0.756, 0.802], [2.611, -0.420, 0.326], [-2.148, -0.136, -0.851], [-1.789, 0.884, 0.622]], "mulliken_charge": [0.150, -0.573, -0.503, -0.229, 0.391, 0.253, 0.268, 0.244], "homo_energy_ha": -0.36421, "homo_lumo_gap_ev": 10.83, "smiles": "[H]/N=C/ON"}

---

Stability ranking, top and bottom: b) is the most stable and a) is the least stable.

---

a) {"formula": "C2H2O3S", "method": "ωB97M-V/def2-TZVPD", "symbols": ["C", "C", "O", "O", "O", "S", "H", "H"], "coordinates": [[0.617, -1.292, -0.975], [-0.338, -0.176, -0.950], [4.386, -2.100, -0.539], [3.099, -0.439, -1.803], [1.319, -2.157, -0.609], [3.494, -1.809, -1.593], [-0.036, 0.258, 0.033], [-0.639, 0.172, -1.907]], "mulliken_charge": [0.661, -0.737, -0.390, -0.430, -0.428, 0.760, 0.246, 0.319], "homo_energy_ha": -0.35010, "homo_lumo_gap_ev": 8.94}

---

b) {"formula": "C2H2O3S", "method": "ωB97M-V/def2-TZVPD", "symbols": ["C", "C", "O", "O", "O", "S", "H", "H"], "coordinates": [[1.200, 0.553, 0.151], [-0.598, -0.717, 0.169], [-3.235, -0.541, -0.110], [2.038, 0.384, -0.612], [-1.710, 1.551, 0.061], [-1.954, 0.155, -0.160], [1.313, 0.888, 1.205], [-0.390, -1.613, -0.302]], "mulliken_charge": [0.177, -0.487, -0.481, -0.252, -0.481, 0.868, 0.302, 0.354], "homo_energy_ha": [-0.34849, -0.34852], "homo_lumo_gap_ev": [8.63, 8.63]}

---

Stability ranking, top and bottom: a) is the most stable and b) is the least stable.

---

a) {"formula": "C2H2O3S", "method": "ωB97M-V/def2-TZVPD", "symbols": ["C", "C", "H", "H", "O", "O", "O", "S"], "coordinates": [[-0.678, -0.258, 0.222], [0.817, 0.083, -0.030], [-2.338, -1.182, -0.285], [1.792, 1.711, -0.442], [-1.451, -0.873, -0.791], [-1.074, 0.056, 1.347], [0.895, 1.419, -0.263], [2.037, -0.955, 0.242]], "mulliken_charge": [0.524, 0.295, 0.388, 0.356, -0.460, -0.459, -0.406, -0.237], "homo_energy_ha": -0.35223, "homo_lumo_gap_ev": 9.35, "smiles": "O=C(O)C(O)=S"}

---

b) {"formula": "C2H2O3S", "method": "ωB97M-V/def2-TZVPD", "symbols": ["C", "C", "O", "O", "O", "S", "H", "H"], "coordinates": [[-0.591, -0.408, 0.288], [0.164, 0.214, -0.361], [1.190, -1.310, 1.728], [2.553, -0.952, -0.221], [2.338, 0.828, 1.457], [1.919, -0.434, 0.915], [-1.058, -1.221, 0.773], [0.722, 0.878, -1.115]], "mulliken_charge": [-0.096, -0.487, -0.484, -0.428, -0.431, 1.114, 0.386, 0.425], "homo_energy_ha": -0.42420, "homo_lumo_gap_ev": 10.87}

---

c) {"formula": "C2H2O3S", "method": "ωB97M-V/def2-TZVPD", "symbols": ["C", "C", "O", "O", "O", "S", "H", "H"], "coordinates": [[-1.641, -0.706, 0.944], [0.012, -0.140, 0.116], [-4.008, -0.981, -0.444], [-3.532, 1.246, 0.356], [-0.667, -1.432, 0.280], [-3.013, 0.002, -0.184], [-0.302, 0.420, -0.709], [0.775, 0.084, 0.844]], "mulliken_charge": [0.152, -0.470, -0.435, -0.449, -0.189, 0.760, 0.352, 0.279], "homo_energy_ha": [-0.36627, -0.36629], "homo_lumo_gap_ev": [7.59, 7.59]}

---

d) {"formula": "C2H2O3S", "method": "ωB97M-V/def2-TZVPD", "symbols": ["C", "C", "O", "O", "O", "S", "H", "H"], "coordinates": [[-1.682, -1.050, -0.477], [-1.336, 0.058, -0.273], [2.289, 1.171, 0.843], [2.408, -0.917, -0.252], [-0.415, 0.884, 0.228], [1.669, -0.118, 0.693], [-2.413, -1.896, -0.704], [-0.520, 1.868, -0.058]], "mulliken_charge": [-0.288, 0.116, -0.445, -0.420, -0.454, 0.808, 0.309, 0.375], "homo_energy_ha": -0.38553, "homo_lumo_gap_ev": 10.03}

---

Stability ranking, top and bottom: a) is the most stable and c) is the least stable.

---

a) {"formula": "C5H6MgO4", "method": "ωB97M-V/def2-TZVPD", "symbols": ["O", "C", "O", "O", "C", "C", "Mg", "H", "H", "H", "H", "C", "C", "O", "H", "H"], "coordinates": [[1.886, 0.676, -0.878], [1.322, -0.163, -0.115], [1.924, -0.577, 0.917], [0.130, -0.642, -0.389], [-0.780, -0.859, 0.695], [-2.089, -1.348, 0.123], [3.454, 0.630, 0.391], [-0.877, 0.061, 1.286], [-0.375, -1.630, 1.361], [-1.979, -2.427, -0.051], [-3.545, -1.180, -1.559], [-2.912, 0.681, -0.663], [-2.629, -0.713, -1.164], [-3.290, 1.704, -0.424], [-3.161, -1.426, 0.565], [-1.869, -0.567, -1.951]], "mulliken_charge": [-0.835, 1.340, -0.774, -0.149, -0.482, -0.814, 1.203, 0.448, 0.365, 0.398, 0.410, 0.478, -0.287, 0.012, 0.386, 0.301], "homo_energy_ha": -0.69070, "homo_lumo_gap_ev": 8.96, "total_charge": 2}

---

b) {"formula": "C5H6MgO4", "method": "ωB97M-V/def2-TZVPD", "symbols": ["O", "C", "C", "O", "Mg", "H", "H", "C", "C", "O", "C", "O", "H", "H", "H", "H"], "coordinates": [[-0.288, -0.100, -2.370], [-0.992, 0.868, -2.097], [-0.283, 2.051, -1.438], [0.925, 1.964, -1.306], [1.828, 0.207, -1.982], [-2.088, 0.789, -2.063], [-0.867, 2.890, -1.030], [-0.876, -0.050, 2.531], [-0.049, -0.833, 1.859], [0.426, -0.374, 0.620], [1.136, -1.068, -0.207], [1.436, -2.251, 0.202], [-1.238, 0.892, 2.119], [0.226, -1.851, 2.122], [-1.300, -0.414, 3.466], [2.002, -2.720, -0.427]], "mulliken_charge": [-0.450, 0.148, 0.294, -0.420, 1.057, 0.425, 0.446, -0.673, 0.081, -0.183, 0.413, -0.394, 0.217, 0.342, 0.288, 0.409], "homo_energy_ha": -0.62842, "homo_lumo_gap_ev": 6.55, "total_charge": 2}

---

Stability ranking, top and bottom: a) is the most stable and b) is the least stable.

---

a) {"formula": "C6H16N2", "method": "ωB97M-V/def2-TZVPD", "symbols": ["C", "N", "C", "C", "C", "N", "C", "C", "H", "H", "H", "H", "H", "H", "H", "H", "H", "H", "H", "H", "H", "H", "H", "H"], "coordinates": [[1.074, 0.827, -0.632], [1.875, 0.079, 0.366], [3.255, 0.210, 0.105], [1.581, -1.332, 0.473], [-0.345, 0.909, -0.190], [-1.239, -0.134, -0.656], [-2.670, -0.038, -0.549], [-3.130, -0.271, 0.994], [1.381, 1.901, -0.689], [1.135, 0.252, -1.644], [3.232, -0.049, -1.004], [3.604, 1.241, -0.108], [3.758, -0.183, 1.000], [1.834, -1.921, -0.485], [2.170, -1.812, 1.276], [0.513, -1.548, 0.682], [-0.807, 1.920, -0.387], [-0.432, 0.768, 0.907], [-0.987, -0.323, -1.640], [-2.971, 1.009, -0.789], [-3.198, -0.785, -1.153], [-4.165, 0.141, 1.137], [-2.946, -1.294, 1.355], [-2.521, 0.433, 1.630]], "mulliken_charge": [-0.469, 0.141, -0.798, -0.744, -0.985, -0.129, -0.438, -1.008, 0.378, 0.402, 0.376, 0.337, 0.357, 0.336, 0.357, 0.274, 0.449, 0.375, 0.208, 0.290, 0.354, 0.358, 0.284, 0.294], "multiplicity": 2, "s_squared": 0.76, "homo_energy_ha": [-0.47720, -0.45509], "homo_lumo_gap_ev": [10.36, 4.62], "total_charge": 1}

---

b) {"formula": "C6H16N2", "method": "ωB97M-V/def2-TZVPD", "symbols": ["C", "C", "C", "N", "C", "N", "C", "C", "H", "H", "H", "H", "H", "H", "H", "H", "H", "H", "H", "H", "H", "H", "H", "H"], "coordinates": [[-1.004, -1.254, 0.477], [0.077, -2.141, -0.212], [1.434, -2.266, 0.441], [1.397, -2.230, 1.937], [-0.587, 0.223, 0.424], [-0.116, 0.639, -0.683], [-0.872, 2.866, -0.625], [-0.426, 3.504, -1.880], [-1.957, -1.341, -0.036], [-1.015, -1.525, 1.533], [0.114, -1.904, -1.276], [-0.442, -3.109, -0.221], [2.100, -2.991, -0.011], [1.768, -1.226, 0.609], [1.005, 0.557, 1.861], [1.452, -3.170, 2.350], [0.660, -0.018, 1.512], [-1.201, 0.779, 1.129], [-0.515, 1.697, -0.915], [-0.287, 3.134, 0.251], [-1.939, 2.846, -0.417], [-1.051, 3.312, -2.751], [0.568, 3.228, -2.242], [-0.327, 4.590, -1.760]], "mulliken_charge": [-0.611, -0.605, -0.544, -0.455, -0.319, -0.338, -0.266, -1.151, 0.359, 0.389, 0.366, 0.371, 0.395, 0.357, 0.364, 0.227, -0.248, 0.527, 0.354, 0.358, 0.375, 0.353, 0.373, 0.370], "multiplicity": 2, "s_squared": 0.75, "homo_energy_ha": [-0.48751, -0.49217], "homo_lumo_gap_ev": [6.72, 6.84], "total_charge": 1}

---

Stability ranking, top and bottom: a) is the most stable and b) is the least stable.

---

a) {"formula": "C5H8N2O2", "method": "ωB97M-V/def2-TZVPD", "symbols": ["C", "C", "C", "C", "N", "C", "O", "N", "O", "H", "H", "H", "H", "H", "H", "H", "H"], "coordinates": [[-0.981, 0.403, 0.746], [-1.761, -0.436, -0.234], [1.176, -0.629, -0.102], [0.245, 0.659, -0.094], [2.081, -0.688, 0.922], [0.687, 1.851, -0.480], [-2.786, -1.117, 0.268], [1.171, -1.536, -0.987], [-1.580, -0.195, -1.422], [-3.266, -1.571, -0.444], [2.320, 0.170, 1.390], [2.828, -1.356, 0.802], [0.433, -1.432, -1.677], [-0.795, -0.172, 1.653], [-1.536, 1.327, 0.934], [1.581, 1.959, -1.073], [0.183, 2.763, -0.200]], "mulliken_charge": [-0.522, 0.472, 0.318, 0.488, -0.425, -0.955, -0.445, -0.848, -0.536, 0.360, 0.251, 0.281, 0.334, 0.280, 0.374, 0.294, 0.278], "homo_energy_ha": -0.33876, "homo_lumo_gap_ev": 9.86, "smiles": "[H]/N=C(/N)C(=C)CC(=O)O"}

---

b) {"formula": "C5H8N2O2", "method": "ωB97M-V/def2-TZVPD", "symbols": ["C", "C", "C", "C", "C", "H", "H", "H", "H", "H", "H", "H", "H", "N", "N", "O", "O"], "coordinates": [[-1.330, 1.693, 0.675], [-0.216, -0.544, -0.049], [-1.329, -1.414, 0.077], [-2.628, -1.064, -0.111], [2.190, -0.740, -0.229], [-2.037, 2.552, 0.290], [-2.061, 0.935, 1.325], [-0.600, 2.550, 1.409], [0.276, 1.892, -1.534], [-1.400, -2.419, 0.673], [-2.756, -0.266, -0.746], [-3.446, -1.858, -0.012], [2.602, -0.960, -1.274], [-0.427, 0.896, -0.270], [0.879, -1.306, -0.134], [0.528, 1.690, -0.709], [2.739, -0.083, 0.774]], "mulliken_charge": [-0.864, 0.504, -0.066, -0.940, 0.175, 0.271, 0.319, 0.269, 0.323, 0.194, 0.415, 0.250, 0.302, 0.232, -0.439, -0.411, -0.533], "homo_energy_ha": -0.34174, "homo_lumo_gap_ev": 9.22}

---

Stability ranking, top and bottom: a) is the most stable and b) is the least stable.